Here is a cluster of 3 separate species, C2H11NO3 in total in a non-equilibrium geometry from the OMol25 dataset. Energies are from the ωB97M-V functional and the def2-TZVPD basis.

The geometry in XYZ format:
```
17
C2H11NO3 | the OMol25 dataset | the ωB97M-V functional and the def2-TZVPD basis
N 1.649 -0.921 -1.350
C 0.216 -0.434 -0.817
C -0.316 -1.610 0.031
O -1.629 -1.325 0.384
H 1.832 -0.186 -2.002
H 1.414 -1.784 -1.858
H 0.670 0.457 -0.237
H -0.456 -0.130 -1.641
H -0.127 -2.607 -0.509
H 0.268 -1.615 0.983
H -1.775 -0.535 0.931
O -1.304 2.728 -0.862
H -0.763 3.156 -1.553
H -1.983 3.354 -0.669
O 0.602 0.115 2.841
H 1.204 0.911 2.450
H 0.497 0.427 3.879
```

- LUMO energy (eV) = 0.47
- HOMO (eV) = -9.50
- DFT total energy (eV) = -9883.0652
- SMILES string = NCCO.O.O
- Kohn-Sham gap (eV) = 9.978
- total charge = 0